Record 1
Computed, not measured: a cluster of 5 separate species, C2H15NO5 in total in a non-equilibrium geometry, with wB97M-V/def2-TZVPD.

Computed properties:
HOMO energy (alpha / beta) = -14.11 / -14.11 eV
⟨S²⟩ = 0.75
multiplicity = 2
Kohn-Sham gap (alpha / beta) = 0.39200 / 0.18464 Ha
net charge = +1
energy relative to the best compared isomer or geometry (same formula, charge and spin) = 31.6 kcal per mole

Geometry as XYZ:
```
23
C2H15NO5 wB97M-V/def2-TZVPD
C -1.133 0.410 2.202
O -0.128 1.146 2.847
C -1.875 1.331 1.126
N -0.802 2.089 0.525
H -0.681 -0.436 1.688
H -1.746 0.007 3.008
H -0.431 1.863 3.413
H -2.491 0.865 0.384
H -2.474 2.090 1.642
H -0.224 2.456 1.306
H -0.030 1.548 0.110
H -1.445 -0.247 -3.855
H -1.050 -0.186 -2.451
O -0.668 -0.297 -3.328
H 1.309 -2.583 -3.275
H 0.223 -1.801 -2.589
O 1.043 -2.287 -2.404
H 1.267 -1.665 -0.517
H 0.621 -3.015 0.103
O 0.925 -2.131 0.238
H 3.512 -0.249 -0.613
H 3.051 0.500 0.689
O 3.228 0.593 -0.249
```

Formally, the natural (NBO) partial charges of the atoms, in units of the elementary charge, are as follows: -0.0545 -0.7061 -0.2928 -0.2670 0.2465 0.2410 0.4940 0.2555 0.2478 0.4125 0.4166 0.4837 0.4531 -0.9217 0.4858 0.4838 -0.9795 0.5009 0.4946 -0.9969 0.4875 0.4730 -0.9577

---

Record 2
Computed, not measured: a structure of composition C26H38N2OPdSSi, with wB97M-V/def2-TZVPD.

Computed properties:
HOMO energy (alpha / beta) = -13.93 / -14.46 eV
⟨S²⟩ = 6.05
multiplicity = 5
Kohn-Sham gap (alpha / beta) = 0.33667 / 0.19089 Ha
net charge = +2

Geometry as XYZ:
```
70
C26H38N2OPdSSi wB97M-V/def2-TZVPD
Pd -0.818 0.240 0.787
C 3.789 -2.968 -1.130
Si 3.966 -1.355 -0.221
C 4.768 -1.505 1.443
C 4.671 -0.002 -1.282
C 2.168 -0.838 0.116
C 0.991 -0.459 0.359
H 4.795 -3.340 -1.340
H 3.269 -2.842 -2.080
H 3.268 -3.720 -0.537
H 5.825 -1.754 1.316
H 4.311 -2.291 2.045
H 4.716 -0.568 1.999
H 5.624 -0.347 -1.689
H 4.863 0.905 -0.708
H 4.020 0.244 -2.122
N -0.929 0.228 4.017
C -0.935 0.290 2.870
H -0.993 0.217 5.019
C 1.571 -5.852 1.516
C 0.502 -4.892 1.080
C -0.260 -4.193 2.020
C -1.283 -3.350 1.624
C -1.544 -3.191 0.268
C -0.782 -3.850 -0.689
C 0.232 -4.700 -0.274
S -2.847 -2.124 -0.281
C -4.261 -2.956 0.421
O -2.738 -0.844 0.563
H 1.646 -5.902 2.600
H 2.546 -5.566 1.119
H 1.357 -6.854 1.144
H -0.063 -4.337 3.075
H -1.882 -2.828 2.361
H -0.990 -3.715 -1.744
H 0.812 -5.237 -1.015
H -4.116 -3.078 1.492
H -4.359 -3.921 -0.074
H -5.132 -2.337 0.215
C -3.579 5.516 -1.961
C -2.944 4.163 -1.801
C -3.296 3.105 -2.646
C -2.715 1.833 -2.538
C -3.111 0.726 -3.472
C -1.784 1.636 -1.549
C -1.396 2.679 -0.653
C -1.999 3.952 -0.817
N -0.498 2.364 0.301
C 0.586 3.220 0.822
C 1.737 3.074 -0.185
C 1.027 2.734 2.200
C 0.200 4.700 0.936
H -4.419 5.481 -2.651
H -2.854 6.233 -2.351
H -3.937 5.896 -1.005
H -4.040 3.276 -3.415
H -3.376 1.113 -4.454
H -3.983 0.199 -3.080
H -2.306 0.002 -3.595
H -1.244 0.687 -1.529
H -1.764 4.760 -0.140
H 2.069 2.036 -0.255
H 2.579 3.685 0.141
H 1.430 3.408 -1.176
H 1.344 1.692 2.184
H 0.230 2.862 2.935
H 1.877 3.332 2.527
H 0.078 5.173 -0.038
H 1.013 5.213 1.446
H -0.702 4.839 1.532
```

Formally, the natural (NBO) partial charges of the atoms, in units of the elementary charge, are as follows: 1.0593 -1.0939 1.5536 -1.1143 -1.1025 -0.2088 -0.1820 0.2685 0.2568 0.2454 0.2680 0.2539 0.2547 0.2702 0.2556 0.2559 -0.5676 0.3125 0.4860 -0.6417 0.0352 -0.1988 -0.2309 -0.2366 -0.2033 -0.2124 1.2516 -0.8020 -1.0323 0.2305 0.2279 0.2480 0.2297 0.2283 0.2352 0.2348 0.2480 0.2617 0.2624 -0.6407 -0.0019 -0.1090 0.0022 -0.6393 -0.1665 0.0976 -0.1451 -0.3317 0.0812 -0.5991 -0.6146 -0.6255 0.2351 0.2427 0.2373 0.2299 0.2426 0.2366 0.2224 0.1853 0.2289 0.2052 0.2383 0.2262 0.2085 0.2167 0.2418 0.2251 0.2428 0.2204

---

Record 3
Computed, not measured: a cluster of 2 separate species, CHNO2S in total in a non-equilibrium geometry, with wB97M-V/def2-TZVPD.

Computed properties:
HOMO energy = -9.93 eV
Kohn-Sham gap = 0.29146 Ha
energy relative to the best compared isomer or geometry (same formula, charge and spin) = 118.7 kcal per mole

Geometry as XYZ:
```
6
CHNO2S wB97M-V/def2-TZVPD
C 1.550 0.406 0.334
N 1.888 -0.939 0.060
O 1.596 -1.333 -1.047
O 2.403 -1.577 0.938
S 1.734 1.695 -0.431
H 1.599 0.389 1.966
```

Formally, the natural (NBO) partial charges of the atoms, in units of the elementary charge, are as follows: -0.2652 0.4332 -0.3388 -0.3257 0.3245 0.1719